No. 1
DFT (the ωB97M-V functional and the def2-TZVPD basis) results for a 2-piece molecular cluster, C2H8O2 overall in a non-equilibrium geometry.

```
12
Properties=species:S:1:pos:R:3:forces:R:3
O -1.687190 1.892711 1.790184 0.864 0.767 -0.247
O 1.056209 -1.605607 -2.724144 -0.538 -1.750 -1.926
C 1.278549 -0.795708 -1.641655 1.119 2.132 0.289
C -1.419920 0.550492 2.077874 0.344 -1.152 0.338
H -0.767720 0.504132 2.966183 -0.208 -0.356 -0.156
H 1.669159 -1.295918 -0.739535 -0.203 -0.234 -0.535
H 1.432179 -1.227068 -3.546184 -0.435 -0.335 1.099
H 2.051209 -0.108328 -2.025214 -0.093 0.405 1.129
H 0.390719 -0.204998 -1.359845 0.146 -0.214 -0.049
H -0.892400 0.083242 1.229344 -0.181 -0.144 0.265
H -2.336429 -0.027628 2.283764 0.269 0.502 -0.148
H -0.774360 2.234681 1.689224 -1.083 0.379 -0.058
```
Positions in Å, forces in eV/Å.

charge = 0
relative energy (zero: lowest compared OMol25 entry of this formula, charge and spin) = 1.129 eV
Kohn-Sham gap = 11.119 eV
total energy = -231.4208 Eh
SMILES = CO.CO

Atomic partial charges in e from the natural (NBO) method, atoms 1 to 5: O -0.707; O -0.725; C -0.232; C -0.248; H 0.157

No. 2
DFT (the ωB97M-V functional and the def2-TZVPD basis) results for a 3-piece molecular cluster, C2H8O2 overall in a non-equilibrium geometry.

```
12
Properties=species:S:1:pos:R:3:forces:R:3
O 2.620461 -0.180209 1.199530 -1.210 -0.002 -0.347
O 0.967523 1.802551 -0.258110 0.111 0.272 -0.084
C -1.840906 -0.586336 -0.620758 -0.256 0.200 0.586
C -1.354194 -1.560594 0.130206 0.935 -0.009 -0.115
H -1.564242 -1.688556 1.183837 -0.508 0.038 -0.075
H 1.671212 -0.080537 0.967602 0.630 -0.274 0.571
H -0.568041 -2.216340 -0.229614 -0.082 -0.005 -0.161
H 0.096303 1.632829 -0.619977 -0.219 -0.158 -0.048
H 1.126007 2.735099 -0.448833 0.053 -0.132 0.095
H 2.955617 0.416482 0.532004 0.605 0.258 -0.172
H -1.517995 -0.348396 -1.618545 0.106 -0.359 -0.340
H -2.591747 0.074009 -0.217342 -0.165 0.171 0.090
```
Positions in Å, forces in eV/Å.

charge = 0
relative energy (zero: lowest compared OMol25 entry of this formula, charge and spin) = 0.702 eV
Kohn-Sham gap = 11.102 eV
total energy = -231.4365 Eh
SMILES = C=C.O.O

Atomic partial charges in e from the natural (NBO) method, atoms 1 to 5: O -0.939; O -0.952; C -0.408; C -0.369; H 0.199